# 1
# C5H8O

C5H8O in the gas phase (wB97M-V/def2-TZVPD, the OMol25 dataset).

The value obtained for the molar mass is 84.12 g mol⁻¹. Its maximum force is 0.6 eV/A. The value obtained for the relative energy (zero: lowest compared OMol25 entry of this formula, charge and spin) is 37.4 kcal per mole. The LUMO energy comes out at 1.040 eV. The HOMO-LUMO gap comes out at 10.593 eV. The structure (SMILES) is O=CCC1CC1.

Last column: Löwdin charge in e.
Atoms and positions in Å:
1 O 1.42758 1.91034 -0.23037  0.04
2 C 1.81145 0.84864 0.19327  -0.25
3 C 0.99312 -0.41633 0.30744  -0.14
4 C -0.25762 -0.59563 -0.54091  -0.29
5 C -1.48901 -0.56927 0.31677  -0.13
6 C -1.20716 0.56775 -0.62497  -0.11
7 H 2.82607 0.74844 0.64630  0.12
8 H 1.66676 -1.27200 0.19036  0.12
9 H 0.66842 -0.36224 1.36297  0.12
10 H -0.20024 -1.34933 -1.32306  0.13
11 H -2.31576 -1.22433 0.07252  0.10
12 H -1.23395 -0.47324 1.36578  0.09
13 H -1.87493 0.68205 -1.47910  0.10
14 H -0.81472 1.50516 -0.25701  0.09



# 2
# C21H37Cl8CuO10

A molecular structure, C21H37Cl8CuO10 (wB97M-V/def2-TZVPD, the OMol25 dataset).

Its charge is +1. The value obtained for the molar mass is 796.69 g mol⁻¹. Its spin multiplicity is 2. Its maximum force is 4.7 eV/A. The expectation value of S² is 0.75. The LUMO energy (alpha / beta) comes out at -7.723 / -7.720 eV. The HOMO-LUMO gap (alpha / beta) comes out at 4.336 / 4.339 eV.

Last column: Löwdin charge in e.
Atoms and positions in Å:
1 Cu -12.66654 -3.23327 -11.82316  0.98
2 C -12.02313 -7.60388 -8.75972  -0.19
3 O -11.63889 -6.38260 -9.32364  -0.06
4 H -11.87932 -8.38526 -9.50595  0.10
5 H -11.39745 -7.96564 -7.94378  0.09
6 H -13.05336 -7.67398 -8.41069  0.08
7 C -8.56789 -3.42846 -5.20089  -0.02
8 C -7.88385 -2.14331 -5.50045  -0.37
9 C -7.54998 -1.74979 -6.96762  -0.04
10 O -7.76684 -0.34015 -6.81982  0.08
11 C -8.42934 -0.00055 -5.75552  -0.57
12 O -8.82824 1.16569 -5.57742  0.11
13 O -8.59095 -1.07216 -5.00398  0.11
14 H -8.88516 -3.46076 -4.15858  0.09
15 H -7.93560 -4.29917 -5.37459  0.09
16 H -9.46788 -3.46792 -5.81455  0.09
17 H -6.92909 -2.16047 -4.97487  0.16
18 H -8.18426 -2.21117 -7.72454  0.13
19 H -6.50293 -1.89914 -7.23119  0.13
20 C -15.35758 4.27049 -8.70638  -0.02
21 C -15.30583 3.01337 -7.86983  -0.31
22 C -16.50629 2.02204 -8.06018  -0.05
23 O -15.93448 0.72752 -7.77825  0.05
24 C -14.62630 0.81265 -8.02908  -0.57
25 O -13.83093 -0.11433 -8.02361  0.10
26 O -14.29246 2.09165 -8.25642  0.08
27 H -14.43315 4.83909 -8.60529  0.09
28 H -16.15843 4.91480 -8.34360  0.10
29 H -15.50834 3.96347 -9.74132  0.09
30 H -15.21454 3.36607 -6.84252  0.16
31 H -16.82401 1.87910 -9.09300  0.14
32 H -17.21733 2.13790 -7.24220  0.14
33 C -12.44412 -9.25173 0.60661  -0.03
34 C -11.43714 -9.94936 -0.30966  -0.30
35 C -10.88403 -9.09207 -1.47533  -0.10
36 O -9.51448 -9.04232 -1.24405  0.06
37 C -9.13401 -9.70042 -0.13272  -0.49
38 O -8.01868 -9.75140 0.35419  0.14
39 O -10.27277 -10.20720 0.46501  0.06
40 H -11.95505 -8.48378 1.20591  0.09
41 H -13.08842 -9.78852 1.30292  0.09
42 H -13.10898 -8.64916 -0.01224  0.08
43 H -11.87813 -10.90976 -0.57661  0.15
44 H -11.34234 -8.10528 -1.40982  0.13
45 H -10.97593 -9.60055 -2.43507  0.13
46 Cl -4.44012 -9.95745 -8.35087  0.54
47 C -6.09754 -9.79296 -7.72795  -0.66
48 C -6.42940 -11.09123 -7.01538  -0.68
49 Cl -5.44888 -11.34140 -5.54541  0.54
50 H -6.83081 -9.52494 -8.48859  0.07
51 H -5.96094 -8.95395 -7.04568  0.06
52 H -6.36757 -11.98264 -7.63961  0.07
53 H -7.43823 -10.97158 -6.62034  0.06
54 Cl -7.08115 -12.10253 -15.96273  0.59
55 C -8.20930 -11.01122 -15.20702  -0.73
56 C -7.98229 -10.92558 -13.73497  -0.66
57 Cl -8.64172 -12.41736 -12.99861  0.53
58 H -9.25809 -11.18996 -15.44404  0.08
59 H -7.94639 -10.07092 -15.69161  0.06
60 H -8.43648 -10.06567 -13.24266  0.07
61 H -6.92925 -10.91098 -13.45392  0.06
62 Cl -14.40711 -11.80413 -14.74556  0.55
63 C -14.42331 -10.12595 -14.18635  -0.68
64 C -15.62704 -9.89701 -13.21557  -0.65
65 Cl -17.18140 -10.24366 -14.06160  0.52
66 H -14.51289 -9.46234 -15.04641  0.06
67 H -13.49849 -9.87426 -13.66726  0.06
68 H -15.55528 -8.84882 -12.92531  0.06
69 H -15.57848 -10.41070 -12.25543  0.07
70 Cl -16.48673 -8.48254 -4.12303  0.53
71 C -17.11206 -6.90183 -4.66752  -0.67
72 C -18.44890 -6.64373 -3.97129  -0.67
73 Cl -19.10016 -5.11930 -4.58808  0.55
74 H -17.12235 -6.92714 -5.75718  0.07
75 H -16.27256 -6.28279 -4.35108  0.06
76 H -18.47591 -6.56277 -2.88463  0.07
77 H -19.15352 -7.42920 -4.24452  0.07



# 3
# C3H3N5

C3H3N5 in the gas phase (wB97M-V/def2-TZVPD, the OMol25 dataset).

The value obtained for the molar mass is 109.09 g mol⁻¹. Its maximum force is 1.8 eV/A. The value obtained for the relative energy (zero: lowest compared OMol25 entry of this formula, charge and spin) is 74.4 kcal per mole. The LUMO energy comes out at -0.779 eV. The HOMO-LUMO gap comes out at 8.974 eV. The structure (SMILES) is N=c1nnccnn1.

Last column: Löwdin charge in e.
Atoms and positions in Å:
1 N 0.42095 1.83245 1.02324  0.18
2 C -0.16968 0.74557 0.75576  -0.52
3 N 0.01084 -0.53815 1.31121  0.09
4 N 0.59869 -1.39948 0.60232  0.06
5 C 0.97393 -0.98532 -0.68196  -0.13
6 C 0.17266 -0.35057 -1.56155  -0.13
7 N -1.07609 0.09756 -1.24883  0.03
8 N -1.29783 0.55277 -0.12376  0.10
9 H 1.20581 1.60457 1.67650  0.08
10 H 1.92341 -1.39799 -1.04696  0.11
11 H 0.41344 -0.48077 -2.65243  0.13



# 4
# C41H48N6O2S2Sc

A molecular structure, C41H48N6O2S2Sc (wB97M-V/def2-TZVPD, the OMol25 dataset).

Its charge is +1. The value obtained for the molar mass is 765.96 g mol⁻¹. Its maximum force is 0.4 eV/A. The value obtained for the relative energy (zero: lowest compared OMol25 entry of this formula, charge and spin) is 2.7 kcal per mole. The LUMO energy comes out at -2.356 eV. The HOMO-LUMO gap comes out at 6.872 eV.

Last column: Löwdin charge in e.
Atoms and positions in Å:
1 Sc -0.50628 -0.34906 0.84324  1.05
2 O -3.61633 1.77643 2.96099  0.05
3 C -2.93183 0.93746 2.37859  -0.53
4 N -1.73268 1.14068 1.80872  -0.06
5 C -1.23434 2.48108 2.03627  -0.17
6 C 0.26791 2.49343 2.07249  -0.28
7 C 0.94565 3.68186 2.33868  0.00
8 C 2.32164 3.67276 2.41367  -0.04
9 C 2.99052 2.47096 2.22151  -0.03
10 C 2.25185 1.34122 1.94014  -0.10
11 N 0.91112 1.33819 1.85555  0.05
12 C -3.44692 -0.47647 2.29038  -0.19
13 C -4.69363 -0.78220 2.81787  0.02
14 C -5.16114 -2.07789 2.70330  -0.03
15 C -4.37195 -3.01592 2.05393  -0.03
16 C -3.13862 -2.62176 1.56028  -0.10
17 N -2.67135 -1.37810 1.68575  0.07
18 H -1.61318 2.87703 2.98431  0.13
19 H -1.58598 3.18752 1.27300  0.13
20 H 0.38001 4.59170 2.49085  0.13
21 H 2.86814 4.58273 2.62381  0.12
22 H 4.06765 2.40660 2.27816  0.11
23 H 2.74403 0.39703 1.75659  0.10
24 H -5.25343 0.00825 3.29674  0.13
25 H -6.12772 -2.35289 3.10408  0.12
26 H -4.69743 -4.03874 1.92716  0.11
27 H -2.50677 -3.32719 1.03799  0.11
28 C -0.19060 -2.82364 -2.09317  -0.05
29 C -0.09208 -3.35914 -0.71087  -0.58
30 N -0.25741 -2.68084 0.40215  0.00
31 C 0.00824 -3.46624 1.50662  -0.36
32 C 0.35932 -4.74819 1.22919  -0.32
33 S 0.36287 -4.98817 -0.45725  1.14
34 C -0.07342 -2.85035 2.82833  -0.34
35 C -0.11103 -3.49975 4.02123  -0.31
36 S -0.18234 -2.36473 5.28560  1.14
37 C -0.15503 -1.07897 4.16256  -0.59
38 N -0.10060 -1.47082 2.91095  0.02
39 C -0.21442 0.32427 4.65904  -0.04
40 H -0.97007 -2.07432 -2.15144  0.05
41 H -0.37978 -3.62737 -2.80408  0.09
42 H 0.75488 -2.34218 -2.35005  0.08
43 H 0.62556 -5.53125 1.91887  0.09
44 H -0.11483 -4.56075 4.20285  0.09
45 H -0.23512 0.33598 5.74730  0.08
46 H -1.11030 0.82342 4.28965  0.08
47 H 0.65616 0.88294 4.32024  0.08
48 C 5.08557 -1.49550 -2.82946  -0.04
49 C 4.12135 -1.43597 -1.67534  -0.26
50 C 4.43263 -2.04647 -0.46717  -0.02
51 C 3.50590 -2.03423 0.56907  -0.27
52 C 3.78802 -2.71397 1.88056  -0.03
53 C 2.29711 -1.38574 0.37745  -0.08
54 C 1.97299 -0.65280 -0.78713  -0.29
55 C 2.91517 -0.76451 -1.83191  -0.02
56 N 0.79574 0.08769 -0.79143  -0.03
57 C 0.61875 1.17796 -1.77669  -0.42
58 C 1.85994 2.08500 -1.90915  -0.07
59 C 1.58887 3.24905 -2.86878  -0.28
60 C 0.45517 4.12568 -2.34323  -0.11
61 C -0.79992 3.26327 -2.19357  -0.27
62 C -1.20969 2.71559 -3.55901  -0.11
63 C -0.07712 1.85287 -4.11732  -0.28
64 C 1.19839 2.68990 -4.24034  -0.11
65 C 0.16841 0.67899 -3.16657  -0.07
66 C -0.47903 2.10817 -1.24113  -0.11
67 H 6.03492 -1.93381 -2.52625  0.08
68 H 5.28338 -0.50106 -3.23216  0.08
69 H 4.68290 -2.10198 -3.64306  0.08
70 H 5.38755 -2.54065 -0.33564  0.11
71 H 4.77154 -3.18119 1.88077  0.08
72 H 3.04685 -3.49001 2.08588  0.07
73 H 3.75621 -2.00590 2.71287  0.08
74 H 1.59721 -1.43692 1.21415  0.06
75 H 2.72608 -0.30008 -2.78393  0.10
76 H 2.73241 1.54332 -2.26840  0.10
77 H 2.12021 2.45607 -0.90956  0.13
78 H 2.50072 3.84507 -2.96071  0.14
79 H 0.27326 4.95461 -3.03286  0.12
80 H 0.72654 4.56098 -1.37592  0.12
81 H -1.61740 3.85754 -1.77338  0.14
82 H -1.43820 3.53879 -4.24171  0.12
83 H -2.12243 2.11484 -3.46641  0.11
84 H -0.35845 1.46841 -5.10162  0.14
85 H 1.03824 3.51171 -4.94443  0.12
86 H 2.01022 2.07593 -4.64308  0.12
87 H 0.90751 0.00660 -3.59666  0.11
88 H -0.75080 0.09401 -3.04564  0.11
89 H -1.38664 1.54088 -1.02563  0.08
90 H -0.11812 2.52604 -0.30144  0.09
91 C -3.75297 -1.16330 -2.38300  0.02
92 C -3.15518 -0.33753 -1.28799  -0.44
93 C -3.93557 0.84428 -0.81068  0.02
94 O -2.06300 -0.63302 -0.82284  -0.06
95 H -4.83226 -1.25015 -2.26315  0.10
96 H -3.28929 -2.14522 -2.42798  0.09
97 H -3.57638 -0.64058 -3.32766  0.11
98 H -4.40005 1.35471 -1.65509  0.11
99 H -3.32632 1.52829 -0.22604  0.08
100 H -4.74992 0.46975 -0.18140  0.11